(1)
A cluster of 9 separate species, C18H57N7O9 in total in a non-equilibrium geometry. Source: OMol25; level of theory: ωB97M-V/def2-TZVPD.

The total energy is -48447.410 eV. The calculation puts the LUMO energy at 0.174 eV. For the largest force on an atom, the calculation gives 1.9 eV/Å. The gap between HOMO and LUMO is 8.937 eV. The calculation puts the HOMO energy at -8.8 eV.

Structure (XYZ):
```
91
Properties=species:S:1:pos:R:3:forces:R:3:mulliken_charge:R:1
C -0.669 -0.682 -0.357 -0.4577 0.7592 -0.0639 -0.570
O 0.083 -1.691 0.250 -0.2548 -0.5449 0.2488 -0.357
C 1.340 -1.276 0.725 0.5921 -0.6813 -1.6932 -0.595
C 2.279 -2.493 0.893 -0.4100 0.8775 1.5145 0.439
C 1.741 -3.442 1.970 0.4443 -0.1956 -1.1906 -1.205
N 3.596 -1.978 1.298 -0.0170 -0.1336 -0.3573 -0.731
H -0.709 0.213 0.275 0.1523 0.0851 -0.0604 0.160
H -1.709 -0.968 -0.504 0.1163 -0.4898 0.2385 0.098
H -0.320 -0.399 -1.358 0.3759 -0.0355 0.1032 0.457
H 1.851 -0.734 -0.087 -0.2332 0.5589 0.1557 0.423
H 1.274 -0.634 1.607 -0.0216 -0.1312 0.2190 0.191
H 2.359 -2.998 -0.069 0.0566 -0.0143 -0.0178 0.260
H 1.323 -2.861 2.787 -0.0714 -0.2158 0.1654 0.127
H 2.544 -4.103 2.299 -0.0383 0.0735 0.2002 0.431
H 1.001 -4.067 1.469 -0.3435 0.0499 0.4736 0.346
H 3.774 -1.118 0.788 0.2410 -0.0521 0.0912 0.271
H 3.603 -1.746 2.285 -0.0779 -0.0211 -0.0053 0.263
C -6.223 0.269 5.409 -1.2356 0.1687 -0.1465 -0.510
O -6.624 -0.810 6.228 0.0990 -0.0231 -0.1866 -0.438
C -5.506 -1.597 6.574 0.1363 -0.3093 0.8233 -0.078
C -5.935 -2.649 7.591 0.2666 -0.3790 0.4737 0.341
C -6.201 -2.040 8.975 -0.6049 -0.2481 -0.8437 -1.351
N -4.868 -3.654 7.733 0.2546 -0.0048 -0.2075 -0.737
H -5.760 -0.126 4.502 0.6101 0.3994 0.1401 0.195
H -5.695 1.033 5.987 0.7462 -0.3383 -0.2130 0.301
H -7.121 0.803 5.077 -0.1742 -0.3171 0.0300 0.293
H -5.012 -2.096 5.732 -0.3294 0.1806 -0.3811 0.024
H -4.746 -0.955 7.038 0.1181 -0.0110 0.0429 0.254
H -6.839 -3.168 7.254 -0.2130 0.4664 -0.2352 0.269
H -5.289 -1.595 9.365 -0.0155 0.0370 0.1035 0.318
H -6.577 -2.819 9.640 0.1847 0.0354 0.1814 0.372
H -7.003 -1.308 8.860 0.1620 0.1806 0.1970 0.294
H -4.494 -3.915 6.825 -0.0412 0.1003 0.0291 0.232
H -5.264 -4.506 8.113 0.0671 0.0522 0.1424 0.265
C -4.032 -0.474 -1.832 -0.6413 0.5390 1.2960 -0.904
O -3.174 0.635 -1.918 0.9548 -0.0115 -0.8627 -0.262
C -3.789 1.896 -1.717 -0.0529 -0.9938 0.0069 -0.560
C -2.788 3.014 -1.972 0.4066 0.0544 1.0403 0.216
C -1.636 2.961 -0.954 -0.2002 -0.2542 -1.2462 -1.023
N -3.536 4.269 -1.771 0.0652 0.1770 -1.0836 -0.655
H -5.010 -0.234 -2.257 0.0759 -0.3306 -0.4902 0.409
H -4.246 -0.683 -0.773 -0.0165 -0.0147 0.0498 0.327
H -3.568 -1.377 -2.215 0.0781 0.1964 -0.4957 0.216
H -4.633 2.000 -2.412 -0.1098 0.0666 0.1379 0.363
H -4.160 1.869 -0.683 -0.1533 0.7015 -0.0495 0.208
H -2.368 2.912 -2.977 -0.1414 -0.0108 -0.0781 0.404
H -2.104 2.978 0.028 0.5149 -0.0545 0.2726 0.110
H -0.921 3.767 -1.133 -0.2998 0.3604 0.3091 0.475
H -1.042 2.074 -1.184 -0.2697 -0.2638 0.5877 0.120
H -2.897 5.057 -1.693 0.1383 -0.1786 0.1863 0.205
H -4.000 4.453 -2.661 -0.3788 0.0776 0.3379 0.243
N -5.766 4.555 3.007 -0.0811 -0.8023 0.2946 -0.357
C -5.788 4.104 1.698 -0.1791 1.1159 -0.7882 0.500
N -4.609 4.381 1.061 -0.3605 -0.6066 -0.3434 -0.135
O -6.789 3.653 1.157 0.6800 -0.2044 0.4695 -0.691
H -6.636 4.520 3.509 -0.0340 0.2561 -0.1609 0.266
H -5.087 5.257 3.226 -0.0770 0.2211 0.2607 0.195
H -3.794 4.727 1.542 -0.0974 0.1559 -0.0554 0.169
H -4.542 4.262 0.052 -0.0122 -0.0371 0.2099 0.154
N -2.905 3.703 7.120 -0.2063 -0.2446 -0.6897 -0.465
C -3.617 3.251 6.041 -0.2100 -0.5364 0.3859 0.588
N -4.898 3.720 5.972 0.7897 -0.3528 -0.2415 -0.333
O -3.172 2.428 5.244 0.1502 0.5488 0.2127 -0.712
H -3.303 4.406 7.705 0.2502 0.1832 0.3033 0.143
H -1.949 3.413 7.206 -0.0051 0.0392 0.1236 0.258
H -5.228 4.359 6.664 -0.4150 0.1658 -0.0980 0.161
H -5.399 3.479 5.132 -0.1748 0.1886 0.1157 0.229
C -1.730 4.669 3.161 -0.9622 -0.3500 -0.8053 -0.105
O -2.215 5.682 2.248 0.7370 -0.1370 0.5230 -0.597
H -1.012 5.062 3.877 -0.0258 -0.0603 0.0422 0.403
H -2.618 4.254 3.637 0.1591 0.2080 0.3869 -0.249
H -1.346 3.825 2.580 0.4645 0.1342 0.1713 0.177
H -1.420 6.065 1.862 -0.2811 0.1635 -0.2016 0.286
C -0.588 -1.381 4.098 -0.8189 -0.8916 -0.3353 -0.198
O -0.744 -2.266 5.218 0.3452 0.2756 -0.4263 -0.560
H 0.446 -1.064 3.947 -0.0415 0.3231 0.3245 0.337
H -0.889 -1.918 3.191 0.1078 0.1237 -0.1017 0.104
H -1.324 -0.583 4.182 0.4192 0.3349 0.2077 0.022
H -0.728 -3.145 4.831 -0.0520 -0.1168 0.3305 0.327
C -2.830 1.180 2.105 0.0504 0.3263 1.1675 0.266
O -3.374 0.542 3.249 -0.2402 -0.9172 -0.1293 -0.121
H -1.738 1.234 2.190 0.0263 -0.0008 -0.2074 0.269
H -3.101 0.586 1.235 -0.0486 0.1171 -0.0851 -0.263
H -3.234 2.195 2.063 0.0319 -0.0251 -0.4671 -0.157
H -3.228 1.022 4.081 -0.0037 0.4047 -0.4009 0.232
C -3.998 -2.608 1.835 0.7550 0.4349 -0.2780 -0.459
O -4.013 -2.244 3.205 -0.0596 0.1358 -0.4212 -0.478
H -4.596 -3.498 1.658 -0.1354 0.0713 0.0717 0.336
H -4.319 -1.773 1.201 -0.5128 -0.1838 0.0667 0.061
H -2.974 -2.793 1.472 -0.0180 -0.3029 0.2268 0.166
H -3.801 -1.293 3.202 0.0312 -0.0972 0.4523 0.288
```
Forces are in eV/Å.


(2)
A structure of composition C18H58AsF6O11 in a non-equilibrium geometry. Source: OMol25; level of theory: ωB97M-V/def2-TZVPD.

Its multiplicity is 2. The total energy is -119271.665 eV. The calculation puts the LUMO energy (spin up / spin down) at -0.654 / -6.675 eV. As for the expectation value of S²: 0.755. For the largest force on an atom, the calculation gives 3.1 eV/Å. The gap between HOMO and LUMO (spin up / spin down) is 8.785 / 2.763 eV. The calculation puts the HOMO energy (spin up / spin down) at -9.4 / -9.4 eV.

Structure (XYZ):
```
94
Properties=species:S:1:pos:R:3:forces:R:3:lowdin_spin:R:1
As 17.381 8.539 -3.716 -0.2003 -0.0146 -1.3476 0.000
F 18.247 7.109 -4.366 -1.1754 1.2320 0.7834 0.000
F 16.639 8.786 -5.344 0.9007 -0.5520 2.0748 0.000
F 16.578 10.044 -3.182 0.8602 -1.7688 -0.0880 0.000
F 18.057 8.099 -2.109 -1.0031 0.7695 -1.2392 0.002
F 18.829 9.554 -4.111 -1.5298 -1.4960 0.5705 0.000
F 15.901 7.533 -3.153 1.6659 1.0842 -0.7272 0.001
O 14.654 4.903 -3.318 -0.2013 -0.1260 0.3283 0.000
H 14.728 4.434 -4.150 -0.0020 -0.2759 -0.1905 0.000
H 15.171 5.698 -3.444 0.4533 0.4971 -0.1306 0.000
O 21.630 9.683 -3.099 0.4121 0.3124 -0.1596 0.000
H 20.760 9.443 -3.419 -0.2934 -0.0787 -0.1360 0.000
H 21.702 9.246 -2.250 -0.1117 -0.2744 0.2053 0.000
O 18.277 12.202 -4.551 0.1885 0.6563 0.0819 0.000
H 18.641 11.499 -4.013 0.0779 -0.0913 0.0124 0.000
H 17.615 11.771 -5.092 -0.4854 -0.1285 -0.0494 0.000
O 14.841 10.569 -1.094 -0.4202 0.0947 0.3034 0.045
H 15.612 10.603 -1.660 0.2435 0.1278 -0.4464 0.000
H 14.890 9.710 -0.674 0.0717 0.2247 0.1748 -0.001
O 18.043 4.226 -4.850 -0.2677 -0.3317 -0.1234 0.000
H 18.837 3.820 -4.501 0.1652 -0.0983 0.0376 0.000
H 18.056 5.117 -4.501 0.0782 0.4761 0.0288 0.000
C 22.147 8.590 0.672 -0.5909 0.4651 -0.2232 0.000
C 20.631 8.836 0.400 1.6260 2.0108 0.3692 0.000
C 20.426 10.373 0.215 -0.5380 -0.6072 -0.3960 0.000
O 20.225 8.209 -0.775 0.3334 -0.7577 -0.0662 0.000
H 22.774 8.966 -0.137 -0.2575 -0.1172 -0.4729 0.000
H 22.445 7.557 0.853 -0.2627 0.0346 0.1775 0.000
H 22.446 9.256 1.482 -0.0962 -0.3755 0.4476 0.000
H 20.046 8.534 1.269 -0.0971 -0.3624 0.1592 0.000
H 20.967 10.727 -0.662 0.5571 0.0421 0.2707 0.000
H 20.586 10.992 1.098 0.2682 -0.1553 -0.0363 0.000
H 19.401 10.547 -0.113 -0.4502 -0.0246 0.2652 0.000
H 19.385 8.582 -1.052 0.0054 -0.0659 -0.1642 0.000
C 21.482 5.754 -4.144 0.5642 -0.4130 1.2046 0.000
C 22.298 5.140 -2.974 0.7078 2.3503 -0.3635 0.000
C 22.991 6.335 -2.231 0.0208 -1.5446 -0.2431 0.000
O 21.572 4.389 -2.033 -0.1246 -0.1577 -0.1387 0.000
H 20.749 6.405 -3.669 -0.3254 0.0217 -0.4629 0.000
H 21.058 5.009 -4.818 -0.2840 -0.0124 0.1364 0.000
H 22.192 6.348 -4.720 -0.2026 0.1273 -0.1071 0.000
H 23.147 4.631 -3.430 -0.0463 -0.8622 0.1548 0.000
H 23.661 6.761 -2.978 -0.2234 0.6105 0.1763 0.000
H 23.645 5.924 -1.461 -0.0255 -0.0672 0.1769 0.000
H 22.302 7.026 -1.745 -0.0522 0.0445 -0.4320 0.000
H 21.040 3.743 -2.504 -0.0332 -0.1357 -0.0157 0.000
C 18.022 10.783 -7.674 0.6093 2.0237 1.1149 0.000
C 16.816 11.782 -7.593 -0.5741 -2.8072 -1.0066 0.000
C 16.090 11.803 -8.903 0.6017 1.7821 -1.0249 0.000
O 15.912 11.207 -6.666 -0.1327 0.1542 1.2760 0.000
H 18.772 11.113 -8.393 -0.0040 -0.0644 -0.0280 0.000
H 17.897 9.703 -7.751 -0.8701 0.1805 -0.3820 0.000
H 18.423 10.956 -6.675 0.8196 -0.4246 -0.0756 0.000
H 17.102 12.770 -7.232 0.2353 -0.0598 -0.1648 0.000
H 15.342 12.594 -8.968 -0.3398 -0.1361 0.3281 0.000
H 15.647 10.860 -9.225 0.3170 -0.0460 0.2178 0.000
H 16.862 12.161 -9.585 -0.0934 -0.3536 -0.7819 0.000
H 16.160 10.280 -6.654 -0.3940 -0.1657 0.3805 0.000
C 21.169 5.220 -7.995 -0.1019 -0.3753 0.0150 0.000
C 19.797 5.866 -8.126 0.0763 0.9875 1.7421 0.000
C 19.631 7.167 -7.295 0.8595 -0.2045 0.2482 0.000
O 19.651 6.245 -9.465 -0.6018 0.1341 -0.8464 0.000
H 21.480 4.907 -6.998 -0.0557 0.5783 0.1839 0.000
H 21.865 5.906 -8.477 0.2968 -0.0880 0.3158 0.000
H 21.201 4.276 -8.539 -0.1322 -0.0107 -0.4160 0.000
H 18.992 5.217 -7.779 -0.0604 -0.4272 -0.2274 0.000
H 18.624 7.585 -7.307 0.0462 -0.1054 -0.4210 0.000
H 20.373 7.905 -7.597 -0.1987 0.2052 -0.5481 0.000
H 19.876 7.073 -6.237 -0.1047 -0.6820 0.0760 0.000
H 19.571 5.445 -9.989 0.0080 -0.0302 -0.1828 0.000
C 11.660 8.041 -0.848 0.0422 -0.9237 -0.6246 0.001
C 12.072 6.897 -1.807 -0.1174 1.1530 -0.5935 0.000
C 12.485 7.440 -3.166 -1.4754 0.7306 -0.1293 0.000
O 13.203 6.220 -1.358 1.3725 -0.0035 2.4637 0.000
H 10.796 8.539 -1.289 0.0378 0.0953 0.0287 0.000
H 12.457 8.780 -0.763 0.0249 0.0851 0.0984 0.000
H 11.352 7.660 0.125 0.1691 0.0172 0.0566 0.000
H 11.249 6.186 -1.877 -0.1713 -0.0301 -0.1559 0.000
H 13.061 8.361 -3.080 0.1997 -0.0466 0.1516 0.000
H 11.539 7.719 -3.630 0.1679 0.0489 -0.6908 0.000
H 13.045 6.727 -3.772 -0.3254 -0.0124 0.0230 0.000
H 13.553 5.700 -2.085 0.2920 -0.5324 -0.4095 0.000
C 17.202 8.004 0.837 -0.8373 -1.3125 0.2445 0.015
C 16.077 7.152 0.172 1.4740 2.5199 0.8926 0.142
C 15.627 6.033 1.166 -0.0864 -1.3786 0.4481 0.138
O 15.029 7.988 -0.123 0.9399 0.0659 1.3193 0.577
H 17.454 8.928 0.317 0.0306 -0.3696 -0.2451 0.002
H 18.004 7.272 0.930 0.5340 0.4898 -0.2470 0.002
H 16.934 8.253 1.864 -0.2224 0.1113 0.0086 0.005
H 16.464 6.695 -0.739 -0.3530 -0.5776 -0.5810 0.049
H 16.509 5.413 1.326 0.3505 0.2973 -0.1627 0.010
H 14.896 5.324 0.779 -0.3260 0.5701 -0.1931 0.001
H 15.354 6.442 2.139 -0.2367 0.2598 -0.3308 0.003
H 14.346 7.570 -0.653 -1.5892 -1.6091 -1.5448 0.007
```
Forces are in eV/Å.